Entry from OMol25: C6H24N12NaO10S as an isolated structure (ωB97M-V/def2-TZVPD).

Computed properties:
Relative energy (zero: lowest compared OMol25 entry of this formula, charge and spin) (kJ/mol): 94.9
E_LUMO (spin up / spin down) (eV): -0.3 / -3.5
Multiplicity: 2
Kohn-Sham gap (spin up / spin down) (eV): 7.7 / 4.5
Charge: 0
HOMO energy (spin up / spin down) (hartree): -0.2944 / -0.2932

Each line ends with the Löwdin charge.
Positions of all 54 atoms, in Å:
1 Na -0.322 -0.209 0.303  0.335
2 S -0.906 0.868 -3.254  0.244
3 O -0.949 0.196 -1.901  -0.256
4 O -0.997 2.253 -3.027  -0.189
5 O 0.384 0.712 -3.829  -0.294
6 O -1.983 0.371 -4.070  -0.102
7 C 1.559 -1.882 2.390  -0.750
8 O 0.668 -1.076 2.275  0.032
9 N 1.750 -2.636 3.390  0.195
10 N 2.334 -2.166 1.345  0.188
11 H 2.484 -3.329 3.404  0.124
12 H 1.244 -2.364 4.221  0.132
13 H 3.134 -2.775 1.450  0.110
14 H 2.177 -1.585 0.534  0.064
15 C 0.322 2.391 1.840  -0.800
16 O -0.720 1.919 1.853  0.102
17 N 0.868 2.925 0.767  0.199
18 N 1.028 2.566 2.968  0.175
19 H 0.303 2.913 -0.070  0.112
20 H 1.786 3.342 0.821  0.113
21 H 1.875 3.110 2.891  0.100
22 H 0.622 2.229 3.830  0.118
23 C 3.066 0.176 -1.367  -0.728
24 O 2.246 0.112 -0.442  0.009
25 N 2.774 0.589 -2.578  0.193
26 N 4.286 -0.243 -1.308  0.174
27 H 1.814 0.787 -2.825  0.056
28 H 3.593 0.722 -3.153  0.116
29 H 4.802 -0.220 -0.440  0.127
30 H 4.744 -0.246 -2.209  0.111
31 C 0.450 -2.689 -1.504  -0.778
32 O -0.177 -2.493 -0.459  0.038
33 N 0.737 -1.852 -2.413  0.198
34 N 0.935 -3.840 -1.796  0.166
35 H 0.389 -0.939 -2.158  0.044
36 H 1.274 -2.150 -3.215  0.137
37 H 0.961 -4.550 -1.079  0.120
38 H 1.302 -4.131 -2.691  0.114
39 C -3.378 2.785 -0.854  -0.837
40 O -4.307 2.910 -0.107  0.032
41 N -3.567 3.184 -2.095  0.168
42 N -2.272 2.289 -0.566  0.203
43 H -2.771 3.051 -2.703  0.062
44 H -4.506 3.241 -2.461  0.117
45 H -2.126 2.094 0.414  0.099
46 H -1.685 2.059 -1.355  0.042
47 C -2.992 -0.999 2.183  -0.765
48 O -2.676 -0.953 1.006  0.053
49 N -4.233 -1.298 2.521  0.163
50 N -2.205 -0.929 3.180  0.194
51 H -4.901 -1.300 1.765  0.122
52 H -4.466 -1.097 3.483  0.102
53 H -2.556 -0.972 4.125  0.119
54 H -1.218 -0.872 2.973  0.078